(1)
Entry from OMol25: C25H20IN5O2PtS2 as an isolated structure (the ωB97M-V functional and the def2-TZVPD basis).

The geometry in XYZ format:
```
56
Properties=species:S:1:pos:R:3:mulliken_charge:R:1
Pt 0.358 1.069 0.623 0.724
I -0.508 9.605 -0.714 0.100
S -1.380 -0.780 -1.041 -0.380
S 2.363 0.034 0.350 -0.401
O -0.975 2.780 0.952 -0.761
O 0.268 2.586 -0.838 -0.798
N 3.732 -0.583 2.523 -0.877
N -1.601 0.288 -3.449 -0.073
N 1.458 -0.297 2.896 0.287
N 3.941 -1.009 3.781 0.116
N 0.415 0.139 2.375 -0.454
C -0.621 -0.098 4.613 -0.233
C -1.761 -0.123 5.396 -0.642
C -3.016 0.052 4.819 -0.482
C -0.735 6.983 0.755 -0.514
C -1.913 0.373 -2.119 0.289
C -0.755 0.113 3.247 0.498
C -0.171 5.362 -1.433 -0.406
C -3.131 0.245 3.452 -0.861
C 1.764 -3.340 6.517 -0.648
C -3.036 2.449 -2.713 -0.087
C 2.208 -2.705 4.229 -0.282
C -0.480 7.539 -0.491 0.050
C 2.723 -2.438 6.946 -0.460
C -1.940 1.197 -4.401 -0.250
C -0.718 5.605 0.900 -0.278
C 3.414 -1.657 6.026 -0.412
C 2.566 -0.304 2.051 0.444
C -0.202 6.738 -1.592 -0.589
C -2.680 1.533 -1.777 -0.484
C -1.993 0.276 2.656 -0.013
C 3.149 -1.778 4.670 0.693
C -2.661 2.294 -4.074 -0.711
C -0.389 3.325 -0.030 0.909
C 1.520 -3.471 5.152 -0.539
C -0.437 4.796 -0.192 0.030
H 0.786 -4.184 4.799 0.402
H -0.005 7.184 -2.556 0.371
H -2.949 1.653 -0.737 0.352
H -0.945 7.619 1.604 0.377
H -2.070 0.394 1.583 0.184
H 4.897 -0.868 4.060 0.232
H 2.933 -2.325 8.001 0.373
H -1.670 -0.284 6.461 0.391
H -3.613 3.315 -2.415 0.431
H -1.599 0.975 -5.402 0.394
H 4.151 -0.939 6.365 0.378
H 2.014 -2.827 3.173 0.463
H -2.928 3.016 -4.829 0.404
H 0.356 -0.240 5.051 0.426
H -4.103 0.368 2.995 0.407
H -3.904 0.035 5.438 0.387
H -0.927 5.145 1.857 0.427
H 0.064 4.718 -2.270 0.449
H 1.217 -3.941 7.230 0.405
H -1.050 -0.520 -3.702 0.240
```

**Energy relative to the best compared isomer or geometry (same formula, charge and spin)**: 15.28 kcal per mole
**Lowest unoccupied orbital energy**: -1.01 eV
**Electronic energy**: -2602.2861 hartree
**Net charge**: 0
**Frontier orbital gap**: 5.99 eV
**Spin multiplicity**: 1

***

(2)
Entry from OMol25: one molecule with the formula C25H20N4O2S (the ωB97M-V functional and the def2-TZVPD basis).

The geometry in XYZ format:
```
52
Properties=species:S:1:pos:R:3:mulliken_charge:R:1
S 1.258 -1.319 2.540 -0.086
O -1.321 -3.668 -2.730 -0.683
O -0.898 0.490 -1.620 -0.717
N -2.143 -2.271 -1.180 -0.006
N -2.284 0.109 1.514 -0.100
N -1.490 0.785 0.593 0.776
N 2.494 -0.609 -1.158 -0.513
C -0.184 4.714 1.082 -0.493
C -1.402 0.073 -0.594 0.771
C 2.351 -0.539 3.613 -0.455
C 1.354 -1.091 -5.100 -0.749
C -2.067 -1.188 -0.298 -0.252
C 3.300 -0.123 1.556 -0.636
C 2.888 -0.235 -3.457 -0.631
C 0.639 3.767 0.495 -0.860
C -1.907 3.063 1.337 -0.061
C -1.456 4.360 1.499 -0.660
C 1.798 -1.161 -0.188 0.184
C 3.382 0.047 2.952 -0.544
C 0.208 2.463 0.341 -0.112
C 2.111 -0.811 -2.428 -0.103
C -1.069 2.109 0.767 0.064
C -3.266 -2.166 1.760 -1.777
C 0.188 -2.097 -1.707 0.327
C -2.543 -1.130 0.978 0.222
C -1.128 -2.759 -1.948 -0.407
C 2.514 -0.376 -4.763 -0.478
C 0.655 -1.957 -0.425 -0.182
C 0.577 -1.659 -4.129 -0.877
C 0.939 -1.543 -2.774 1.208
C 2.208 -0.846 1.163 0.474
C -2.057 0.296 2.927 -1.041
H -3.425 -3.046 1.143 0.404
H -2.984 0.093 3.462 0.354
H 0.841 1.721 -0.119 0.390
H 3.772 0.315 -3.173 0.477
H -1.269 -0.366 3.301 0.155
H 0.144 -2.410 0.412 0.701
H 2.161 -0.570 4.668 0.469
H 1.628 4.042 0.159 0.415
H -2.685 -2.457 2.634 0.332
H -2.107 5.099 1.943 0.393
H -4.231 -1.793 2.101 0.401
H 4.008 0.264 0.848 0.518
H -2.911 2.793 1.631 0.542
H -3.042 -2.717 -1.314 0.329
H 1.076 -1.187 -6.140 0.405
H 3.109 0.068 -5.549 0.393
H -1.762 1.327 3.108 0.484
H 0.161 5.730 1.206 0.397
H 4.174 0.583 3.444 0.426
H -0.309 -2.218 -4.386 0.415
```

**Energy relative to the best compared isomer or geometry (same formula, charge and spin)**: 12.18 kcal per mole
**Lowest unoccupied orbital energy**: -0.05 eV
**SMILES**: Cc1c(NC(=O)c2cc(-c3cccs3)nc3ccccc23)c(=O)n(-c2ccccc2)n1C
**Electronic energy**: -1732.3846 hartree
**Net charge**: 0
**Frontier orbital gap**: 7.94 eV
**Spin multiplicity**: 1

***

(3)
Entry from OMol25: C25H21BN4O3PdS as an isolated structure (the ωB97M-V functional and the def2-TZVPD basis).

The geometry in XYZ format:
```
56
Properties=species:S:1:pos:R:3:mulliken_charge:R:1
Pd -0.243 -0.731 -0.473 -0.012
S 2.037 -0.242 -0.431 -0.340
O 0.399 -3.359 0.746 -0.381
O 0.389 1.762 -1.245 -0.778
O 0.778 -3.345 -1.513 -0.468
N -1.720 1.082 0.015 0.424
N -2.272 -1.464 -0.481 -0.146
N -1.356 2.353 0.145 -0.913
N 2.433 -1.752 1.728 0.160
C -2.933 0.732 0.283 0.549
C 1.619 -6.822 0.473 -0.604
C -4.813 -2.494 -0.059 -0.360
C -3.239 -0.673 0.037 0.539
C 0.396 3.937 -0.305 0.422
C -2.580 -2.719 -0.824 -0.233
C -4.003 1.686 0.723 -1.377
C 1.118 -5.699 1.132 -0.870
C 3.034 -2.640 2.547 -0.322
C 2.250 5.441 -0.633 -0.562
C 4.128 -1.957 0.123 -0.785
C -0.288 4.940 0.376 -0.124
C 1.102 -4.577 -1.008 0.943
C 0.872 -4.587 0.359 0.702
C -3.827 -3.278 -0.643 -1.011
C 4.770 -2.847 0.943 -0.217
C 1.666 4.196 -0.810 -0.453
C 4.218 -3.206 2.186 -0.596
C 2.898 -1.385 0.507 0.470
C 0.294 6.187 0.547 -0.671
C -0.191 2.573 -0.510 0.278
C 1.564 6.440 0.044 -0.329
C 1.852 -6.811 -0.897 -0.514
C -4.518 -1.190 0.274 -0.691
C 1.594 -5.678 -1.670 -1.062
B 0.367 -2.563 -0.423 0.917
H -1.273 4.727 0.765 0.397
H -0.244 6.966 1.073 0.373
H -5.801 -2.894 0.124 0.413
H -1.791 -3.301 -1.282 0.650
H -3.600 2.694 0.696 0.305
H 4.523 -1.691 -0.846 0.446
H -4.337 1.472 1.741 0.322
H 4.701 -3.918 2.837 0.431
H 1.823 -7.720 1.040 0.398
H -4.009 -4.299 -0.946 0.414
H 5.702 -3.294 0.623 0.399
H -4.875 1.634 0.067 0.338
H -5.269 -0.551 0.713 0.344
H 3.240 5.635 -1.026 0.381
H 2.239 -7.699 -1.376 0.397
H 2.176 3.404 -1.342 0.421
H 1.770 -5.658 -2.736 0.494
H 1.523 -1.375 1.972 0.231
H 0.921 -5.699 2.196 0.488
H 2.519 -2.861 3.469 0.407
H 2.016 7.414 0.179 0.368
```

**Energy relative to the best compared isomer or geometry (same formula, charge and spin)**: 2.52 kcal per mole
**Lowest unoccupied orbital energy**: -0.51 eV
**Electronic energy**: -1961.0366 hartree
**Net charge**: 0
**Frontier orbital gap**: 6.50 eV
**Spin multiplicity**: 1

***

(4)
Entry from OMol25: C25H21Br2N3O4Pt as an isolated structure (the ωB97M-V functional and the def2-TZVPD basis).

The geometry in XYZ format:
```
56
Properties=species:S:1:pos:R:3:mulliken_spin:R:1
Pt 0.137 -2.076 -0.733 1.434
Br 5.610 -2.650 3.603 0.000
Br 0.132 -2.271 4.343 0.002
O -1.528 0.615 -1.080 0.002
O -6.823 -2.306 -2.258 0.001
O 0.590 0.023 -0.810 0.190
O 0.065 -2.345 1.409 0.189
N -7.055 -2.090 -0.041 0.000
N -1.982 -2.325 -1.011 0.028
N 2.146 -2.180 -0.384 0.012
C 4.730 -2.269 0.424 0.003
C 3.728 -2.204 1.430 -0.007
C 1.265 1.334 1.587 -0.001
C 3.997 -2.193 2.835 0.002
C 1.319 -2.232 1.841 0.049
C -4.787 -2.156 -1.020 0.008
C -0.652 2.974 -2.798 0.000
C 0.183 2.267 -0.575 0.016
C 1.497 3.655 0.789 -0.004
C -4.084 -2.371 0.185 -0.001
C 0.972 2.417 0.610 0.000
C 2.912 -2.241 3.675 0.002
C 3.056 -2.094 -1.309 0.028
C -6.319 -2.155 -1.160 0.000
C 0.109 3.251 -1.546 0.011
C -2.652 -2.159 -2.171 0.020
C 4.411 -2.145 -0.912 0.005
C -2.701 -2.437 0.124 0.023
C 1.327 4.784 -0.063 0.008
C 1.684 6.216 0.278 0.000
C 2.435 -2.224 0.968 -0.069
C 0.671 4.505 -1.307 -0.003
C -4.051 -2.107 -2.220 -0.003
C 1.598 -2.219 3.202 0.052
C -0.380 0.890 -0.817 -0.002
H 1.860 0.493 1.109 0.002
H -1.652 2.619 -2.518 0.000
H 2.153 3.825 1.698 0.000
H -0.767 3.957 -3.304 0.000
H 0.348 0.824 1.958 0.000
H -2.081 -2.607 0.992 -0.007
H -6.700 -1.790 0.888 0.000
H -2.090 -2.014 -3.077 0.001
H 2.737 -2.101 -2.371 0.004
H -4.554 -2.543 1.138 0.000
H 1.508 6.479 1.341 0.000
H -0.089 2.251 -3.411 0.000
H 3.110 -2.243 4.764 0.000
H -8.042 -2.177 -0.227 0.000
H 5.206 -2.106 -1.613 0.000
H 2.787 6.401 0.128 0.001
H 0.635 5.251 -2.137 0.000
H 5.803 -2.361 0.643 0.000
H 1.119 6.791 -0.426 0.000
H 1.766 1.691 2.510 0.000
H -4.620 -2.122 -3.171 0.000
```

**Energy relative to the best compared isomer or geometry (same formula, charge and spin)**: 8.41 kcal per mole
**Lowest unoccupied orbital energy (alpha / beta)**: -0.50 / -1.08 eV
**Electronic energy**: -6697.8253 hartree
**Net charge**: 0
**Frontier orbital gap (alpha / beta)**: 7.21 / 6.78 eV
**Spin multiplicity**: 3
**⟨S²⟩**: 2.007

***

(5)
Entry from OMol25: a 5-piece molecular cluster, C25H21Br3F4 overall (the ωB97M-V functional and the def2-TZVPD basis).

The geometry in XYZ format:
```
53
Properties=species:S:1:pos:R:3:mulliken_charge:R:1
Br -2.178 3.241 -1.897 -0.034
Br -0.408 0.836 -3.403 -0.001
Br 0.852 2.434 -0.745 -0.017
F -1.466 10.363 3.328 -0.305
F 0.662 -5.892 -1.573 -0.302
F -2.300 1.891 7.020 -0.298
F 4.569 -5.432 -8.845 -0.279
C 1.297 -3.950 -8.020 -0.282
C 2.263 -2.721 0.478 -0.352
C 2.451 -4.265 -1.336 -0.325
C -0.106 8.817 2.184 -0.450
C 0.535 7.556 2.200 -0.373
C 0.146 7.414 4.596 -0.305
C 1.209 -4.812 -0.905 0.300
C 2.568 -4.108 -8.589 -0.387
C -3.620 -1.243 5.924 -0.346
C 1.015 -3.168 0.818 -0.506
C 0.723 -5.012 -7.292 -0.475
C -3.915 -0.876 4.566 -0.481
C 1.408 -6.204 -7.175 -0.248
C 0.477 -4.208 0.117 -0.262
C -0.691 9.246 3.376 0.445
C 0.633 6.904 3.413 -0.402
C -3.031 -0.326 6.787 -0.417
C 3.010 -3.254 -0.605 -0.466
C -2.842 0.970 6.256 0.369
C -3.829 0.430 4.113 -0.417
C -0.594 8.566 4.605 -0.488
C -3.288 1.353 4.990 -0.330
C -0.783 1.748 -1.693 -0.306
C 2.619 -6.441 -7.857 -0.507
C 3.272 -5.297 -8.437 0.374
H 3.133 -7.383 -7.736 0.366
H 0.809 -2.992 -8.119 0.359
H 3.061 -3.280 -9.077 0.374
H 0.350 6.795 5.457 0.345
H 4.020 -2.938 -0.824 0.372
H 2.552 -1.829 1.016 0.342
H -3.116 2.377 4.693 0.388
H 0.982 7.184 1.289 0.385
H -1.032 8.983 5.500 0.414
H 1.150 5.964 3.540 0.331
H 0.965 -6.983 -6.572 0.351
H -3.904 -2.210 6.312 0.354
H -4.179 0.690 3.125 0.395
H -4.194 -1.643 3.858 0.365
H 0.460 -2.746 1.643 0.409
H -0.161 -4.918 -6.679 0.354
H 3.053 -4.739 -2.097 0.395
H -0.487 -4.681 0.229 0.395
H -0.240 9.340 1.249 0.403
H -1.141 0.973 -1.015 0.352
H -2.744 -0.526 7.809 0.419
```

**Energy relative to the best compared isomer or geometry (same formula, charge and spin)**: 37.61 kcal per mole
**Lowest unoccupied orbital energy**: -0.81 eV
**SMILES**: BrC(Br)Br.Fc1ccccc1.Fc1ccccc1.Fc1ccccc1.Fc1ccccc1
**Electronic energy**: -9086.6691 hartree
**Net charge**: 0
**Frontier orbital gap**: 8.35 eV
**Spin multiplicity**: 1